[1]
The following is a DFT calculation (the ωB97M-V functional and the def2-TZVPD basis) of a cluster of 2 separate species, C18H38N5O7 in total.

Highest occupied orbital energy ... -10.13 eV
DFT total energy ... -1508.712229 Ha
Total charge ... +1
Largest force on an atom ... 2.8 eV/Å

Cartesian coordinates (Å):
C: 2.498 0.117 1.929
C: 1.405 1.242 1.926
O: 0.686 1.321 0.676
C: -0.194 0.246 0.498
C: -1.676 0.656 0.801
O: -2.495 -0.404 0.239
N: -3.786 -0.327 0.611
C: -4.705 0.654 0.546
C: -4.501 2.063 0.002
C: -4.106 3.023 1.186
C: -5.375 3.491 2.007
C: -4.881 3.889 3.420
O: -4.791 5.020 3.717
O: -4.589 2.876 4.294
N: -5.905 0.264 1.011
C: -5.713 -1.054 1.365
N: -6.693 -1.851 1.851
N: -4.443 -1.380 1.119
C: -3.801 -2.687 1.319
C: -3.180 -2.701 2.755
O: -4.220 -2.687 3.737
H: 2.301 -0.546 2.790
H: 2.366 -0.490 1.009
H: 3.526 0.508 1.910
H: 1.897 2.226 2.042
H: 0.643 1.074 2.719
H: -0.185 0.009 -0.591
H: 0.102 -0.690 1.012
H: -1.832 1.591 0.228
H: -1.857 0.846 1.876
H: -3.716 2.000 -0.777
H: -5.434 2.442 -0.456
H: -3.568 3.895 0.773
H: -3.486 2.448 1.902
H: -5.893 4.337 1.531
H: -6.055 2.612 2.024
H: -4.576 2.044 3.793
H: -7.185 -2.424 1.175
H: -6.917 -1.934 2.832
H: -4.543 -3.505 1.298
H: -2.994 -2.860 0.589
H: -2.533 -3.583 2.918
H: -2.622 -1.744 2.855
H: -3.932 -2.107 4.456
C: 4.553 1.599 -1.607
O: 3.909 0.342 -1.730
C: 3.282 0.151 -2.996
C: 4.004 -0.919 -3.799
N: 5.309 -0.451 -4.249
C: 6.155 -1.501 -4.817
C: 6.603 -2.631 -3.887
O: 7.495 -2.220 -2.865
C: 6.878 -1.714 -1.696
H: 4.864 1.716 -0.568
H: 5.445 1.651 -2.238
H: 3.873 2.418 -1.860
H: 3.199 1.086 -3.557
H: 2.266 -0.202 -2.790
H: 3.398 -1.184 -4.672
H: 4.094 -1.808 -3.162
H: 5.799 -0.038 -3.465
H: 7.054 -1.008 -5.196
H: 5.645 -1.934 -5.684
H: 7.163 -3.345 -4.497
H: 5.760 -3.192 -3.467
H: 5.908 -2.182 -1.502
H: 6.765 -0.628 -1.760
H: 7.535 -1.922 -0.851

[2]
The following is a DFT calculation (the ωB97M-V functional and the def2-TZVPD basis) of a cluster of 5 separate species, C18H38O12S in total.

Highest occupied orbital energy ... -9.80 eV
DFT total energy ... -2009.697585 Ha
Largest force on an atom ... 0.5 eV/Å

Cartesian coordinates (Å):
C: -0.104 1.246 0.860
O: -0.047 2.618 0.499
C: -0.358 3.539 1.471
O: -1.398 3.132 2.386
S: -2.973 3.381 2.031
O: -3.126 3.419 0.597
O: -3.410 1.905 2.542
H: 0.375 0.686 0.066
H: -1.140 0.908 0.916
H: 0.420 1.047 1.796
H: -0.649 4.459 0.966
H: 0.492 3.706 2.139
H: -2.611 1.374 2.711
O: -0.225 -1.421 -1.111
C: -0.065 -1.458 -2.305
O: 1.028 -2.089 -2.771
C: 1.256 -2.330 -4.172
C: 1.913 -1.154 -4.860
C: -0.996 -0.761 -3.264
H: 0.326 -2.625 -4.658
H: 1.920 -3.190 -4.176
H: 1.269 -0.275 -4.868
H: 2.147 -1.417 -5.892
H: 2.842 -0.898 -4.351
H: -0.624 0.254 -3.415
H: -1.979 -0.697 -2.809
H: -1.092 -1.235 -4.236
O: -3.853 0.508 -3.997
C: -4.136 1.107 -2.993
O: -4.582 0.398 -1.937
C: -4.743 0.985 -0.637
C: -6.084 1.668 -0.476
C: -4.025 2.610 -2.893
H: -3.914 1.654 -0.418
H: -4.662 0.139 0.045
H: -6.186 2.518 -1.150
H: -6.193 2.031 0.547
H: -6.893 0.967 -0.683
H: -4.973 3.042 -3.217
H: -3.251 2.931 -3.584
H: -3.791 2.981 -1.899
O: 4.303 -4.613 -4.314
C: 4.042 -5.008 -3.209
O: 3.077 -4.373 -2.519
C: 2.555 -4.835 -1.266
C: 3.395 -4.374 -0.095
C: 4.797 -6.144 -2.561
H: 2.430 -5.919 -1.283
H: 1.564 -4.388 -1.218
H: 4.399 -4.798 -0.124
H: 2.924 -4.675 0.841
H: 3.478 -3.287 -0.105
H: 5.662 -5.723 -2.046
H: 5.156 -6.800 -3.349
H: 4.217 -6.717 -1.844
O: 2.284 2.101 3.104
C: 2.172 2.318 4.279
O: 1.410 1.478 5.012
C: 1.284 1.582 6.435
C: 0.220 2.579 6.841
C: 2.797 3.528 4.934
H: 2.249 1.806 6.890
H: 1.006 0.577 6.750
H: 0.478 3.592 6.534
H: 0.098 2.573 7.925
H: -0.734 2.316 6.384
H: 2.088 4.354 4.861
H: 3.684 3.791 4.366
H: 3.059 3.394 5.979

[3]
The following is a DFT calculation (the ωB97M-V functional and the def2-TZVPD basis) of a structure of composition C18H38OP2Pd.

Highest occupied orbital energy (spin up / spin down) ... -10.61 / -14.74 eV
DFT total energy ... -1593.664844 Ha
Multiplicity ... 5
Total charge ... +2
Largest force on an atom ... 3.7 eV/Å

Cartesian coordinates (Å):
P: -1.014 2.715 2.274
P: 2.345 -2.151 -1.746
C: 0.432 -0.245 -1.020
C: 0.937 -1.614 -0.654
H: 1.218 0.541 -0.953
H: 0.012 -0.208 -1.996
H: 1.269 -1.628 0.404
H: 0.098 -2.337 -0.787
C: 1.929 -1.607 -3.378
H: 2.864 -1.363 -3.893
H: 1.290 -0.713 -3.340
H: 1.413 -2.426 -3.896
C: 2.539 -3.923 -1.599
H: 1.895 -4.363 -2.393
H: 2.221 -4.297 -0.602
H: 3.597 -4.190 -1.797
C: -0.873 4.525 2.022
H: 0.067 4.936 2.414
H: -1.715 4.968 2.575
H: -1.001 4.739 0.948
C: -0.748 2.506 4.064
H: -0.529 1.449 4.286
H: -1.718 2.762 4.521
H: 0.019 3.177 4.477
Pd: -1.469 0.361 -0.160
C: -2.707 -1.215 -0.515
C: -2.441 -0.555 -1.733
C: -3.184 0.556 -2.349
C: -3.809 1.545 -1.297
C: -2.892 1.757 -0.104
C: -3.071 1.067 1.125
C: -3.963 -0.110 1.393
C: -4.012 -1.103 0.228
C: 0.420 1.972 1.387
H: -2.108 -2.108 -0.282
H: -1.941 -1.203 -2.446
H: -3.997 0.224 -3.002
H: -2.477 1.134 -2.972
H: -3.998 2.523 -1.784
H: -4.793 1.157 -0.985
H: -2.511 2.778 0.046
H: -2.884 1.636 2.068
H: -4.975 0.122 1.771
H: -3.486 -0.620 2.247
H: -4.219 -2.105 0.627
H: -4.777 -0.839 -0.507
H: 0.597 0.920 1.584
H: 1.230 2.503 1.821
H: 0.432 2.126 0.321
C: 5.483 -0.494 -0.189
C: 4.509 -1.632 -0.096
C: 3.813 -1.752 1.250
O: 3.573 -1.310 -1.242
H: 5.005 0.441 0.118
H: 5.821 -0.402 -1.221
H: 6.338 -0.686 0.447
H: 4.962 -2.600 -0.358
H: 3.291 -0.823 1.530
H: 3.110 -2.598 1.331
H: 4.582 -1.924 2.020

[4]
The following is a DFT calculation (the ωB97M-V functional and the def2-TZVPD basis) of a structure of composition C18H39AlBCl3CsF3InN4O13PV.

Highest occupied orbital energy ... -10.26 eV
DFT total energy ... -5348.546483 Ha
Total charge ... +1
Largest force on an atom ... 9.9 eV/Å

Cartesian coordinates (Å):
C: 4.317 -1.902 -5.045
C: 3.745 -2.620 -6.229
Cl: 4.488 -2.170 -7.787
C: 2.765 -3.536 -6.186
Cl: 2.220 -4.201 -7.677
In: 1.825 -4.231 -4.233
P: -0.494 -3.059 -4.048
C: -1.180 -2.907 -5.730
O: -0.064 -1.457 -3.599
H: 5.104 -2.488 -4.580
H: 3.551 -1.671 -4.317
H: 4.784 -0.973 -5.357
H: 2.817 -3.801 -2.937
H: 1.488 -5.915 -4.250
H: -0.600 -2.251 -6.380
H: -1.143 -3.889 -6.192
H: -2.193 -2.525 -5.710
H: 0.722 -1.169 -4.084
O: -1.106 -0.360 -3.542
V: -2.353 0.823 -4.100
O: -3.425 1.871 -4.625
Al: 2.314 -0.925 -7.267
C: -3.708 -0.174 -0.075
C: -3.378 -1.170 1.030
C: -2.305 -0.652 1.943
O: -2.973 -2.400 0.444
H: -2.806 -0.034 -0.679
H: -4.491 -0.564 -0.726
H: -4.033 0.788 0.325
H: -4.280 -1.377 1.618
H: -1.316 -0.447 1.381
H: -2.066 -1.387 2.716
H: -2.596 0.285 2.415
H: -2.172 -2.211 -0.062
O: 5.449 -7.247 -2.174
Cl: 5.206 -6.099 -1.349
O: 6.398 -5.340 -1.157
O: 4.662 -6.511 -0.090
O: 4.225 -5.266 -2.049
B: -2.912 2.291 4.226
O: -2.432 3.348 5.236
C: -1.572 2.816 6.005
O: -0.992 3.412 6.925
C: -1.352 1.328 5.623
O: -0.588 0.598 6.180
O: -2.130 1.067 4.603
F: -2.586 2.701 2.954
F: -4.250 2.087 4.359
F: -0.456 -0.226 0.018
Cs: -0.429 4.318 8.658
C: -6.922 2.467 2.909
C: -8.350 2.703 3.030
N: -9.477 2.892 3.126
H: -6.426 2.680 3.850
H: -6.741 1.428 2.643
H: -6.507 3.111 2.136
C: 3.614 4.263 2.011
C: 2.533 3.850 1.022
N: 1.640 2.815 1.509
C: 0.823 2.232 0.498
C: -0.252 3.127 -0.162
C: 1.019 3.077 2.788
C: 0.157 4.354 2.872
H: 4.206 3.403 2.322
H: 4.280 4.980 1.536
H: 3.201 4.741 2.898
H: 3.019 3.472 0.122
H: 1.962 4.739 0.718
H: 0.319 1.340 0.893
H: 1.491 1.864 -0.287
H: -1.113 3.269 0.488
H: -0.597 2.607 -1.052
H: 0.122 4.106 -0.463
H: 1.805 3.142 3.543
H: 0.426 2.208 3.078
H: 0.636 5.209 2.395
H: -0.003 4.616 3.919
H: -0.822 4.204 2.428
C: 2.772 -3.375 0.499
O: 3.965 -3.218 0.254
N: 1.945 -4.027 -0.357
N: 2.206 -2.893 1.643
H: 0.966 -4.156 -0.182
H: 2.359 -4.394 -1.201
H: 2.805 -2.410 2.285
H: 1.236 -3.007 1.869

[5]
The following is a DFT calculation (the ωB97M-V functional and the def2-TZVPD basis) of a structure of composition C18H39As2N2RuSi.

Highest occupied orbital energy (spin up / spin down) ... -14.36 / -15.30 eV
DFT total energy ... -5674.164388 Ha
Multiplicity ... 2
Total charge ... +2
Energy relative to the best compared isomer or geometry (same formula, charge and spin) ... 8.4 kcal per mole
Largest force on an atom ... 0.6 eV/Å

Cartesian coordinates (Å):
Ru: 0.470 0.385 -0.695
N: 2.701 0.406 -0.929
C: 3.636 1.579 -1.021
C: 3.155 2.770 -0.205
C: 2.364 3.804 -1.002
C: 1.216 3.234 -1.812
N: 0.221 2.469 -0.997
H: 3.019 -0.172 -0.155
H: 2.890 -0.180 -1.741
H: 3.744 1.832 -2.076
H: 4.621 1.260 -0.680
H: 4.008 3.261 0.263
H: 2.532 2.388 0.598
H: 3.021 4.320 -1.706
H: 1.986 4.578 -0.327
H: 1.567 2.563 -2.598
H: 0.692 4.053 -2.308
H: -0.643 2.490 -1.534
H: 0.005 2.996 -0.152
C: -3.009 1.239 -1.845
As: -1.950 0.267 -0.543
C: -2.809 -1.463 -0.541
C: -2.455 1.055 1.146
C: -3.750 1.474 1.432
C: -4.045 1.998 2.682
C: -3.056 2.096 3.652
C: -1.763 1.676 3.377
C: -1.464 1.160 2.120
As: 0.296 0.521 1.659
C: 1.496 1.558 2.765
C: 0.405 -1.236 2.455
H: -4.063 1.010 -1.697
H: -2.727 0.926 -2.850
H: -2.872 2.315 -1.742
H: -3.847 -1.358 -0.229
H: -2.289 -2.135 0.139
H: -2.768 -1.874 -1.549
H: -4.534 1.398 0.688
H: -5.051 2.331 2.902
H: -3.294 2.502 4.626
H: -1.003 1.756 4.143
H: 1.269 1.360 3.812
H: 1.369 2.620 2.568
H: 2.527 1.265 2.575
H: 0.155 -1.146 3.512
H: 1.414 -1.635 2.354
H: -0.302 -1.907 1.972
C: -1.018 -4.183 -2.405
Si: 0.402 -3.783 -1.268
C: 1.993 -4.461 -1.961
C: 0.095 -4.377 0.474
C: 0.638 -1.908 -1.208
H: -1.009 -5.261 -2.588
H: -0.925 -3.691 -3.375
H: -1.990 -3.938 -1.979
H: 1.922 -5.545 -2.075
H: 2.844 -4.256 -1.309
H: 2.207 -4.045 -2.948
H: 0.082 -5.469 0.491
H: -0.870 -4.045 0.863
H: 0.880 -4.056 1.161
H: 0.862 -1.411 -0.227
H: 0.801 -1.381 -2.154

[6]
The following is a DFT calculation (the ωB97M-V functional and the def2-TZVPD basis) of a structure of composition C18H39AsCl12F6N3O3.

Highest occupied orbital energy ... -7.93 eV
DFT total energy ... -9456.739618 Ha
Total charge ... -1
Largest force on an atom ... 8.2 eV/Å

Cartesian coordinates (Å):
As: -22.300 -9.849 16.769
F: -22.335 -9.563 14.996
F: -20.880 -8.841 17.078
F: -22.380 -10.115 18.542
F: -23.714 -10.872 16.555
F: -21.165 -11.244 16.654
F: -23.426 -8.500 17.147
Cl: -19.384 -3.165 15.880
C: -20.604 -2.691 17.015
C: -20.204 -2.952 18.503
Cl: -19.253 -1.630 19.200
H: -21.472 -3.283 16.724
H: -20.951 -1.680 16.801
H: -19.780 -3.955 18.460
H: -21.062 -3.040 19.170
Cl: -16.190 -9.811 22.614
C: -16.493 -11.521 22.396
C: -15.530 -12.289 23.357
Cl: -15.689 -13.996 22.964
H: -16.294 -11.645 21.331
H: -17.526 -11.699 22.696
H: -15.747 -12.183 24.420
H: -14.486 -12.004 23.226
Cl: -22.887 -7.726 26.367
C: -23.278 -6.949 24.761
C: -24.382 -7.785 24.181
Cl: -25.852 -7.956 25.142
H: -22.452 -6.954 24.050
H: -23.591 -5.910 24.871
H: -24.010 -8.788 23.972
H: -24.644 -7.307 23.236
Cl: -20.526 -18.660 15.861
C: -20.285 -17.298 16.991
C: -19.732 -17.838 18.283
Cl: -20.970 -18.966 18.978
H: -21.300 -16.907 17.064
H: -19.640 -16.563 16.511
H: -19.628 -16.987 18.957
H: -18.800 -18.386 18.142
Cl: -30.742 -8.807 15.819
C: -29.678 -7.681 14.823
C: -30.533 -6.876 13.713
Cl: -31.704 -5.830 14.449
H: -29.080 -8.428 14.300
H: -29.077 -7.152 15.564
H: -31.033 -7.615 13.086
H: -29.899 -6.145 13.211
Cl: -25.071 0.494 19.482
C: -26.442 -0.183 18.530
C: -26.750 -1.603 19.111
Cl: -27.076 -1.454 20.817
H: -26.045 -0.231 17.516
H: -27.309 0.479 18.515
H: -25.984 -2.350 18.901
H: -27.704 -1.960 18.722
O: -13.098 -11.304 13.308
C: -13.948 -10.397 13.428
N: -14.180 -9.757 14.580
C: -14.942 -10.200 12.308
H: -14.990 -9.161 14.675
H: -13.519 -9.910 15.328
H: -14.683 -9.298 11.754
H: -15.965 -10.008 12.632
H: -14.889 -11.085 11.674
O: -29.793 -17.391 12.634
C: -29.356 -16.541 13.369
N: -29.145 -15.290 12.973
C: -28.956 -16.860 14.803
H: -28.644 -14.621 13.541
H: -29.407 -14.912 12.074
H: -29.521 -17.683 15.239
H: -29.263 -16.025 15.434
H: -27.873 -16.966 14.872
O: -27.839 -14.951 21.933
C: -26.976 -14.759 21.156
N: -26.753 -13.607 20.737
C: -26.081 -15.822 20.702
H: -27.359 -12.821 20.925
H: -26.019 -13.426 20.067
H: -25.092 -15.785 21.159
H: -25.854 -15.638 19.652
H: -26.478 -16.820 20.888

[7]
The following is a DFT calculation (the ωB97M-V functional and the def2-TZVPD basis) of a structure of composition C18H39BBrClO5Ta.

Highest occupied orbital energy ... -4.25 eV
DFT total energy ... -4201.502727 Ha
Total charge ... -1
Largest force on an atom ... 4.0 eV/Å

Cartesian coordinates (Å):
C: -1.120 5.969 1.432
C: -1.829 4.644 1.902
C: -1.589 3.602 0.773
C: -2.591 2.426 0.787
C: -2.388 1.401 1.933
C: -0.967 0.756 2.002
Ta: -0.814 -1.386 1.274
Cl: -0.443 -3.798 0.656
C: -1.671 -0.854 -0.808
C: -0.943 -1.604 -1.973
C: -0.411 -0.644 -3.086
C: 0.690 -1.427 -3.873
C: 1.513 -0.525 -4.816
O: 2.612 -1.270 -5.357
C: 3.875 -0.785 -4.918
C: 4.878 -1.960 -4.692
C: 1.328 -0.933 0.472
O: 1.328 0.185 -0.439
C: 2.237 1.189 -0.052
C: -2.865 -2.001 2.159
C: -3.062 -3.492 2.217
O: -3.604 -4.103 1.414
Br: -2.296 -4.480 3.781
B: 0.255 -1.904 3.338
O: 1.458 -2.652 3.273
O: -0.252 -1.525 4.586
C: 0.504 -2.065 5.684
H: -1.196 6.778 2.170
H: -0.067 5.702 1.229
H: -1.560 6.230 0.455
H: -1.326 4.337 2.832
H: -2.894 4.881 2.038
H: -0.533 3.292 0.728
H: -1.776 4.156 -0.170
H: -2.659 1.954 -0.209
H: -3.594 2.877 0.951
H: -3.225 0.684 1.888
H: -2.528 1.967 2.878
H: -0.582 0.817 3.036
H: -0.259 1.348 1.388
H: -1.436 0.224 -0.950
H: -2.774 -0.930 -0.861
H: -1.663 -2.285 -2.463
H: -0.069 -2.186 -1.642
H: -0.003 0.292 -2.675
H: -1.183 -0.392 -3.835
H: 1.399 -1.943 -3.205
H: 0.173 -2.193 -4.477
H: 0.865 -0.267 -5.681
H: 1.805 0.431 -4.351
H: 3.814 -0.224 -3.971
H: 4.295 -0.164 -5.733
H: 5.869 -1.593 -5.011
H: 4.596 -2.852 -5.268
H: 4.950 -2.195 -3.618
H: 1.953 -0.727 1.358
H: 1.664 -1.864 -0.028
H: 2.013 2.081 -0.669
H: 2.098 1.487 1.007
H: 3.284 0.884 -0.249
H: -3.627 -1.656 1.433
H: -3.071 -1.535 3.138
H: 1.283 -3.532 2.905
H: 0.527 -3.165 5.621
H: 0.054 -1.780 6.650
H: 1.547 -1.705 5.689